1.
ORCA calculation (ωB97M-V with the def2-TZVPD basis set) on C40H34Cl2GeNO5S4TcTe as an isolated structure.

Each line ends with the Mulliken charge.
Element x y z (Å)
Tc: 0.842 -0.658 1.083  -0.43
O: 7.260 1.903 0.688  -0.63
C: 6.170 1.423 0.846  0.62
S: 4.758 2.357 1.391  -0.14
C: 3.604 1.042 1.316  0.28
C: 4.075 -0.153 0.921  -0.19
S: 3.055 -1.536 0.676  -0.73
S: 5.781 -0.277 0.548  -0.12
S: 1.933 1.374 1.640  -0.26
C: -0.736 -5.521 1.667  -1.30
Te: -0.029 -3.741 2.613  0.71
C: -2.017 -3.158 2.929  -0.67
H: -1.588 -5.888 2.240  0.45
H: 0.064 -6.257 1.661  0.38
H: -1.055 -5.315 0.647  0.36
H: -2.594 -3.451 2.054  0.44
H: -2.048 -2.085 3.086  -0.14
H: -2.370 -3.679 3.818  0.41
Cl: 5.102 -3.281 -3.267  -0.26
C: 5.096 -1.552 -3.042  0.51
C: 6.288 -0.875 -3.196  -0.60
C: 6.319 0.499 -3.023  -0.50
C: 5.163 1.157 -2.654  -0.84
C: 3.976 0.460 -2.470  1.02
Cl: 2.653 1.355 -1.805  0.25
C: 3.887 -0.918 -2.702  -1.30
N: 2.753 -1.703 -2.561  0.27
C: 1.418 -1.409 -2.808  -0.30
C: 1.059 -0.401 -3.704  -0.49
C: -0.270 -0.125 -3.964  -0.76
C: -1.274 -0.873 -3.365  -0.68
C: -0.921 -1.911 -2.526  -0.43
C: 0.408 -2.198 -2.231  1.37
C: 0.718 -3.469 -1.483  -2.36
C: 0.915 -3.515 0.012  0.96
O: 1.669 -4.281 0.560  -0.64
O: 0.019 -2.819 0.780  0.00
H: 7.179 -1.430 -3.453  0.41
H: 7.244 1.046 -3.138  0.40
H: 5.168 2.219 -2.451  0.47
H: 2.958 -2.634 -2.241  0.22
H: 1.838 0.158 -4.203  0.63
H: -0.523 0.667 -4.658  0.43
H: -2.314 -0.668 -3.572  0.61
H: -1.696 -2.532 -2.088  0.25
H: 1.570 -4.008 -1.900  0.69
H: -0.138 -4.140 -1.626  0.40
C: 0.792 0.113 4.755  -1.06
C: 0.326 -1.206 4.223  0.66
O: -0.030 -2.123 4.948  -0.65
O: 0.326 -1.411 2.916  -0.37
H: 0.162 0.391 5.598  0.30
H: 0.818 0.888 3.997  0.08
H: 1.810 -0.022 5.126  0.37
C: -0.493 0.209 0.485  1.70
Ge: -1.982 1.461 0.275  2.28
C: -3.118 1.103 1.821  -0.17
C: -4.495 1.311 1.791  -0.70
C: -5.274 1.068 2.916  -0.65
C: -4.683 0.611 4.085  -0.66
C: -3.311 0.404 4.131  -0.19
C: -2.538 0.651 3.005  -0.49
C: -1.166 3.214 0.377  -0.03
C: -1.628 4.174 1.274  -0.45
C: -1.009 5.414 1.356  -0.69
C: 0.078 5.702 0.543  -0.58
C: 0.547 4.752 -0.354  -0.64
C: -0.074 3.514 -0.433  0.07
C: -3.050 1.248 -1.334  0.03
C: -2.949 2.165 -2.377  -0.68
C: -3.750 2.047 -3.505  -0.59
C: -4.666 1.009 -3.599  -0.54
C: -4.778 0.088 -2.565  -0.78
C: -3.975 0.210 -1.440  -0.08
H: -4.971 1.663 0.882  0.40
H: -6.343 1.235 2.878  0.42
H: -5.291 0.420 4.960  0.40
H: -2.845 0.052 5.043  0.42
H: -1.468 0.489 3.038  0.18
H: -2.469 3.952 1.922  0.41
H: -1.371 6.153 2.059  0.39
H: 0.567 6.666 0.614  0.38
H: 1.404 4.967 -0.980  0.46
H: 0.309 2.769 -1.122  0.28
H: -2.247 2.989 -2.305  0.33
H: -3.664 2.769 -4.307  0.43
H: -5.294 0.918 -4.476  0.38
H: -5.496 -0.719 -2.634  0.39
H: -4.082 -0.506 -0.632  0.45

F_max, eV/Å: 0.8
Calculated total energy, eV: -188152.7836
M, g/mol: 1106.1
E_HOMO, eV: -6.738
ΔE to the lowest compared entry with this formula, charge and spin, eV: 1.8336
Lowest unoccupied orbital energy, eV: -1.143

***

2.
ORCA calculation (ωB97M-V with the def2-TZVPD basis set) on C40H35AsN4PtS as an isolated structure in a non-equilibrium geometry.

Each line ends with the Mulliken charge.
Element x y z (Å)
Pt: 1.342 2.001 0.288  0.63
C: 3.516 5.637 -0.206  -1.60
C: 3.059 4.245 0.092  1.27
N: 1.752 3.968 0.194  0.90
N: 0.816 4.904 0.143  -1.32
C: -0.405 4.497 0.061  0.40
N: -1.456 5.362 0.068  -0.41
S: -0.833 2.774 0.065  -0.44
C: 3.933 3.156 0.238  0.00
C: 5.340 3.240 0.097  -0.79
C: 6.121 2.140 0.300  -0.49
C: 5.512 0.931 0.698  -0.94
C: 4.145 0.891 0.819  0.06
N: 3.355 1.927 0.543  -0.11
H: 2.688 6.325 -0.064  0.37
H: 3.860 5.717 -1.238  0.33
H: 4.328 5.924 0.460  0.41
H: -1.282 6.308 -0.225  0.25
H: -2.340 4.961 -0.198  0.22
H: 5.780 4.185 -0.175  0.37
H: 7.192 2.191 0.173  0.43
H: 6.107 0.060 0.915  0.45
H: 3.649 -0.005 1.167  0.59
C: 1.097 -4.885 2.456  -0.63
C: 0.743 -3.955 3.421  -0.70
C: 0.688 -2.613 3.098  -0.81
C: 0.932 -2.171 1.793  1.19
C: 1.207 -3.130 0.819  0.16
C: 1.316 -4.466 1.155  -1.17
C: 0.898 -0.734 1.546  -1.12
C: 1.099 -0.014 0.433  -0.33
C: 1.596 -0.358 -0.900  1.41
C: 2.728 -1.164 -1.107  0.20
C: 3.231 -1.378 -2.375  -1.09
C: 2.661 -0.761 -3.478  -0.84
C: 1.557 0.058 -3.299  -0.61
C: 1.028 0.255 -2.037  -0.14
H: 1.191 -5.929 2.714  0.40
H: 0.512 -4.277 4.428  0.41
H: 0.450 -1.886 3.862  0.42
H: 1.317 -2.835 -0.212  0.53
H: 1.567 -5.182 0.385  0.43
H: 0.666 -0.179 2.450  0.14
H: 3.217 -1.626 -0.264  0.61
H: 4.078 -2.035 -2.503  0.47
H: 3.083 -0.898 -4.463  0.43
H: 1.109 0.563 -4.144  0.46
H: 0.142 0.876 -1.923  0.13
C: -5.520 1.189 -3.090  -0.48
C: -4.354 0.684 -3.646  -0.80
C: -3.325 0.265 -2.823  -0.24
C: -3.441 0.329 -1.436  0.62
C: -4.598 0.873 -0.894  -0.52
C: -5.635 1.289 -1.713  -0.75
As: -1.860 -0.111 -0.356  0.72
C: -1.722 -2.039 -0.731  0.86
C: -1.220 -2.442 -1.966  -0.43
C: -1.008 -3.779 -2.246  -0.88
C: -1.273 -4.741 -1.285  -0.58
C: -1.736 -4.350 -0.041  -0.83
C: -1.953 -3.011 0.234  -0.16
C: -2.645 -0.154 1.418  0.29
C: -2.003 0.524 2.447  -0.64
C: -2.493 0.475 3.740  -0.66
C: -3.648 -0.239 4.015  -0.63
C: -4.313 -0.893 2.990  -0.89
C: -3.811 -0.857 1.701  0.06
H: -6.330 1.512 -3.729  0.37
H: -4.241 0.633 -4.721  0.41
H: -2.404 -0.107 -3.259  0.17
H: -4.691 0.982 0.180  0.34
H: -6.532 1.703 -1.272  0.42
H: -0.959 -1.693 -2.705  0.04
H: -0.615 -4.072 -3.210  0.43
H: -1.102 -5.785 -1.495  0.43
H: -1.900 -5.085 0.733  0.43
H: -2.280 -2.720 1.225  0.37
H: -1.117 1.105 2.215  0.14
H: -1.974 0.994 4.533  0.46
H: -4.033 -0.282 5.022  0.40
H: -5.224 -1.437 3.195  0.42
H: -4.332 -1.374 0.902  0.57

F_max, eV/Å: 4.0
Calculated total energy, eV: -122928.6816
M, g/mol: 873.8
E_HOMO, eV: -7.106
Lowest unoccupied orbital energy, eV: -1.072

***

3.
ORCA calculation (ωB97M-V with the def2-TZVPD basis set) on C40H35AuCl5Ge3O as an isolated structure.

Each line ends with the Mulliken charge.
Element x y z (Å)
Au: -0.093 0.024 -0.002  0.58
Cl: -6.437 4.070 0.941  -0.25
C: -5.225 2.844 0.787  0.26
C: -3.953 3.155 0.315  0.13
Cl: -3.588 4.789 -0.114  -0.23
C: -2.988 2.168 0.177  0.11
Cl: -1.457 2.567 -0.513  -0.07
C: -3.211 0.804 0.544  -0.36
O: -2.351 -0.122 0.468  -0.94
C: -4.553 0.531 0.963  0.47
Cl: -4.969 -1.121 1.207  -0.21
C: -5.518 1.515 1.092  0.12
Cl: -7.111 1.098 1.618  -0.23
C: 1.141 -1.516 1.120  -1.02
Ge: 0.889 -0.851 2.909  0.78
C: -0.866 -0.694 3.884  0.33
C: -1.673 -1.832 3.872  -0.40
C: -2.878 -1.878 4.553  -0.72
C: -3.333 -0.757 5.236  -0.43
C: -2.561 0.393 5.241  -0.70
C: -1.335 0.416 4.585  -0.07
C: 1.810 -2.129 4.189  0.15
C: 1.535 -3.494 4.089  -0.42
C: 2.178 -4.435 4.881  -0.62
C: 3.138 -4.029 5.799  -0.37
C: 3.429 -2.679 5.920  -0.62
C: 2.768 -1.746 5.129  0.00
C: 1.935 0.825 3.099  0.02
C: 3.327 0.725 3.028  0.29
C: 4.140 1.844 3.112  -0.98
C: 3.577 3.105 3.258  -0.36
C: 2.198 3.232 3.285  -1.04
C: 1.391 2.104 3.197  -0.02
H: 0.462 -2.389 0.998  0.34
H: -1.348 -2.703 3.311  0.15
H: -3.479 -2.780 4.530  0.36
H: -4.294 -0.776 5.736  0.34
H: -2.913 1.273 5.769  0.38
H: -0.727 1.311 4.648  0.26
H: 0.808 -3.832 3.356  0.20
H: 1.940 -5.488 4.778  0.36
H: 3.658 -4.761 6.408  0.33
H: 4.177 -2.351 6.635  0.37
H: 3.001 -0.695 5.255  0.38
H: 3.772 -0.254 2.891  0.45
H: 5.218 1.736 3.047  0.36
H: 4.208 3.984 3.316  0.35
H: 1.744 4.213 3.364  0.35
H: 0.315 2.231 3.169  0.23
C: 2.852 -3.094 -1.552  -1.26
Ge: 3.714 -1.383 -1.026  0.65
C: 5.312 -1.259 -2.254  -1.38
C: 4.601 -1.800 0.699  -0.90
Ge: 1.990 0.396 -1.197  0.12
C: 2.910 2.112 -0.750  0.37
C: 2.200 3.314 -0.726  0.02
C: 2.822 4.522 -0.444  -0.77
C: 4.183 4.556 -0.171  -0.39
C: 4.905 3.373 -0.172  -0.69
C: 4.272 2.170 -0.452  0.20
C: 1.712 0.625 -3.179  0.17
C: 2.254 -0.248 -4.126  0.39
C: 1.921 -0.169 -5.471  -0.77
C: 1.027 0.796 -5.912  -0.33
C: 0.476 1.679 -4.991  -0.79
C: 0.813 1.587 -3.650  -0.20
H: 3.532 -3.939 -1.413  0.47
H: 2.519 -3.083 -2.592  0.37
H: 1.980 -3.238 -0.912  0.23
H: 5.932 -2.150 -2.122  0.49
H: 5.924 -0.384 -2.023  0.36
H: 5.026 -1.197 -3.306  0.39
H: 5.194 -2.712 0.580  0.55
H: 3.827 -1.960 1.448  -0.09
H: 5.267 -0.999 1.031  0.35
H: 1.136 3.309 -0.928  -0.08
H: 2.244 5.440 -0.429  0.39
H: 4.670 5.498 0.055  0.34
H: 5.967 3.390 0.051  0.38
H: 4.848 1.249 -0.450  -0.05
H: 2.951 -1.010 -3.795  -0.13
H: 2.361 -0.862 -6.181  0.37
H: 0.757 0.859 -6.960  0.33
H: -0.230 2.433 -5.323  0.39
H: 0.354 2.272 -2.944  0.10

F_max, eV/Å: 0.7
Calculated total energy, eV: -279946.8994
Charge: -2
M, g/mol: 1123.8
E_HOMO (alpha / beta), eV: -0.156 / -1.087
ΔE to the lowest compared entry with this formula, charge and spin, eV: 1.5574
Lowest unoccupied orbital energy (alpha / beta), eV: 3.940 / 3.940
2S+1: 2

***

4.
ORCA calculation (ωB97M-V with the def2-TZVPD basis set) on C40H35BrCdN2O2P2 as an isolated structure.

Each line ends with the Mulliken charge.
Element x y z (Å)
Cd: 1.796 0.482 0.046  1.60
C: -0.249 -1.927 1.418  -1.36
C: -0.891 -1.663 0.050  -0.64
P: 0.181 -0.928 -1.242  -0.82
C: 0.856 -2.220 -2.297  1.10
C: 0.534 -3.564 -2.134  -0.16
C: 1.084 -4.512 -2.989  -0.78
C: 1.946 -4.119 -4.001  -0.56
C: 2.263 -2.774 -4.170  -0.75
C: 1.721 -1.827 -3.320  -0.63
C: -0.897 0.082 -2.277  0.62
C: -0.460 1.312 -2.760  -0.01
C: -1.285 2.075 -3.576  -0.74
C: -2.550 1.610 -3.904  -0.57
C: -2.989 0.377 -3.434  -0.83
C: -2.165 -0.393 -2.629  -0.36
P: 1.056 -3.251 1.496  -0.01
C: 2.511 -2.228 0.965  0.22
C: 2.929 -1.085 1.677  -0.94
C: 3.961 -0.276 1.181  -0.99
C: 4.590 -0.604 -0.033  -0.50
C: 4.230 -1.770 -0.690  -0.70
C: 3.210 -2.579 -0.185  0.03
C: 1.378 -3.320 3.288  0.73
C: 2.218 -4.354 3.703  -0.57
C: 2.567 -4.487 5.037  -0.66
C: 2.062 -3.599 5.977  -0.48
C: 1.211 -2.578 5.578  -0.83
C: 0.873 -2.434 4.240  -0.12
H: -1.043 -2.277 2.082  0.91
H: 0.111 -0.986 1.853  0.16
H: -1.700 -0.939 0.177  0.33
H: -1.349 -2.570 -0.346  0.90
H: -0.124 -3.894 -1.342  0.18
H: 0.833 -5.556 -2.861  0.47
H: 2.368 -4.859 -4.667  0.45
H: 2.926 -2.470 -4.968  0.47
H: 1.966 -0.779 -3.459  0.45
H: 0.525 1.690 -2.502  0.36
H: -0.941 3.031 -3.948  0.49
H: -3.196 2.207 -4.535  0.46
H: -3.972 0.013 -3.700  0.49
H: -2.512 -1.360 -2.282  0.43
H: 2.496 -0.866 2.649  0.49
H: 4.339 0.544 1.776  0.85
H: 5.391 0.019 -0.408  0.52
H: 4.744 -2.060 -1.597  0.48
H: 2.943 -3.486 -0.712  0.57
H: 2.593 -5.069 2.978  0.40
H: 3.217 -5.294 5.348  0.40
H: 2.323 -3.711 7.021  0.40
H: 0.802 -1.894 6.310  0.42
H: 0.196 -1.635 3.964  0.34
C: 2.881 3.257 1.440  -0.84
O: 2.312 2.689 0.223  -0.18
C: 1.228 3.460 -0.227  1.06
C: 1.434 4.619 -0.946  -0.29
C: 0.324 5.360 -1.331  -0.43
Br: 0.563 6.946 -2.308  -0.12
C: -0.956 4.935 -1.008  -0.63
C: -1.152 3.748 -0.311  0.66
C: -0.043 3.012 0.093  -0.37
O: -0.127 1.835 0.814  -0.71
C: -2.508 3.291 0.023  0.07
N: -3.460 4.037 0.455  -0.72
C: -4.542 3.173 0.659  0.44
C: -5.826 3.464 1.105  -0.79
C: -6.723 2.416 1.188  -0.53
C: -6.354 1.109 0.841  -0.69
C: -5.073 0.808 0.410  -0.77
C: -4.182 1.867 0.333  0.57
N: -2.822 1.920 -0.030  0.77
H: 2.091 3.399 2.177  0.36
H: 3.349 4.207 1.196  0.39
H: 3.629 2.563 1.807  0.19
H: 2.437 4.941 -1.195  0.62
H: -1.819 5.517 -1.299  0.64
H: -1.077 1.606 0.914  0.35
H: -6.104 4.475 1.368  0.49
H: -7.733 2.603 1.525  0.41
H: -7.087 0.318 0.916  0.43
H: -4.793 -0.205 0.150  0.44
H: -2.496 1.384 -0.827  -0.56

F_max, eV/Å: 0.1
Calculated total energy, eV: -142294.8352
Charge: +2
M, g/mol: 830.0
E_HOMO, eV: -13.005
ΔE to the lowest compared entry with this formula, charge and spin, eV: 0.0000
Lowest unoccupied orbital energy, eV: -5.943

***

5.
ORCA calculation (ωB97M-V with the def2-TZVPD basis set) on C40H35CaN3O4P2S4 as an isolated structure in a non-equilibrium geometry.

Each line ends with the Mulliken charge.
Element x y z (Å)
Ca: -0.803 0.118 0.048  1.18
C: -1.137 0.755 4.734  -1.84
C: -0.763 0.977 3.297  0.33
N: -1.228 0.242 2.361  -0.01
N: -2.247 -0.690 2.683  -0.54
C: -2.191 -1.840 2.082  0.08
S: -0.875 -2.624 1.245  -0.33
S: -3.655 -2.822 2.317  -0.23
C: -4.792 -1.672 3.074  -0.88
C: -5.295 -0.506 2.245  0.65
C: -5.099 -0.411 0.875  -0.19
C: -5.595 0.677 0.164  -0.54
C: -6.301 1.674 0.822  -0.55
C: -6.509 1.583 2.194  -0.39
C: -6.005 0.499 2.898  -0.59
C: 0.129 2.140 2.959  1.00
C: 0.317 3.110 3.949  -0.88
C: 1.021 4.283 3.734  -0.98
C: 1.549 4.508 2.459  -0.45
C: 1.413 3.572 1.459  -0.54
C: 0.742 2.338 1.671  -0.03
O: 0.740 1.442 0.755  0.28
H: -1.627 -0.206 4.853  0.43
H: -1.825 1.534 5.074  0.31
H: -0.246 0.794 5.364  0.41
H: -4.360 -1.301 4.003  0.28
H: -5.641 -2.313 3.336  0.43
H: -4.528 -1.169 0.352  0.37
H: -5.397 0.745 -0.898  0.39
H: -6.668 2.531 0.270  0.38
H: -7.049 2.364 2.718  0.35
H: -6.152 0.436 3.972  0.34
H: -0.126 2.953 4.924  0.30
H: 1.133 5.010 4.528  0.34
H: 2.078 5.433 2.250  0.40
H: 1.821 3.742 0.469  0.23
N: 2.708 0.248 -1.843  -0.28
P: 3.480 1.132 -0.611  0.14
C: 5.204 0.844 -1.187  0.19
C: 6.263 0.433 -0.386  -0.40
C: 7.564 0.385 -0.884  -0.67
C: 7.826 0.748 -2.196  -0.46
C: 6.774 1.156 -3.011  -0.59
C: 5.483 1.207 -2.512  -0.44
C: 3.473 0.134 0.922  0.43
C: 3.963 0.717 2.091  -0.29
C: 3.950 0.020 3.290  -0.70
C: 3.422 -1.267 3.338  -0.53
C: 2.900 -1.842 2.187  -0.57
C: 2.933 -1.144 0.986  -0.19
P: 0.938 0.092 -2.308  1.03
C: 1.242 -1.516 -3.152  0.39
C: 2.196 -1.690 -4.151  -0.20
C: 2.447 -2.952 -4.677  -0.70
C: 1.746 -4.054 -4.202  -0.50
C: 0.790 -3.886 -3.208  -0.68
C: 0.533 -2.623 -2.691  -0.60
C: 1.061 1.389 -3.618  0.43
C: 1.506 2.651 -3.229  -0.22
C: 1.620 3.677 -4.153  -0.80
C: 1.293 3.459 -5.487  -0.43
C: 0.833 2.211 -5.879  -0.70
C: 0.706 1.187 -4.944  -0.36
H: 3.171 -0.636 -2.031  0.41
H: 6.079 0.128 0.640  0.31
H: 8.371 0.057 -0.240  0.37
H: 8.837 0.713 -2.583  0.34
H: 6.960 1.440 -4.040  0.40
H: 4.667 1.523 -3.152  0.38
H: 4.327 1.740 2.068  0.35
H: 4.328 0.491 4.190  0.39
H: 3.391 -1.807 4.276  0.35
H: 2.436 -2.818 2.221  0.35
H: 2.495 -1.589 0.098  0.28
H: 2.752 -0.832 -4.514  0.43
H: 3.195 -3.072 -5.452  0.39
H: 1.941 -5.039 -4.609  0.35
H: 0.235 -4.736 -2.832  0.46
H: -0.236 -2.500 -1.933  0.32
H: 1.759 2.837 -2.190  0.21
H: 1.954 4.655 -3.826  0.43
H: 1.382 4.262 -6.209  0.35
H: 0.551 2.036 -6.910  0.38
H: 0.297 0.230 -5.243  0.51
O: -1.258 -0.228 -3.282  -0.53
S: -2.404 0.143 -2.407  0.78
O: -2.348 -0.763 -1.199  -0.62
O: -3.664 0.014 -3.109  -0.69
S: -2.069 2.011 -1.653  -0.47

F_max, eV/Å: 1.2
Calculated total energy, eV: -135072.9571
Charge: -2
M, g/mol: 852.0
E_HOMO, eV: -2.468
Lowest unoccupied orbital energy, eV: 4.146